1.
Entry from the OMol25 dataset: a cluster of 13 separate species, C60H123N7O22 in total at a distorted geometry (ωB97M-V with the def2-TZVPD basis set).

LUMO level	-0.0354	hartree
strongest force on any atom	0.074	Eh/bohr
HOMO-LUMO gap	5.8330	eV
charge	0
total energy	-4398.1595	Eh
E_HOMO	-6.797	eV

CARTESIAN COORDINATES (ANGSTROEM)
O: -2.8296 -3.0220 5.0145
O: -2.8836 -8.3862 -4.4677
O: 0.8264 0.1372 2.8499
O: 0.5837 3.4346 4.7320
O: -3.4801 2.4158 -3.2988
O: -1.9644 -1.8571 0.3312
O: -0.7758 6.3093 0.4698
O: 4.5885 3.7797 -0.6125
O: -3.5549 8.5126 0.2848
O: 0.3513 2.5725 6.7418
O: 3.2662 -5.6492 3.5493
O: 2.4882 -3.9146 4.7532
O: -2.5053 -4.1954 -3.0226
O: -2.5878 0.1019 1.1411
O: -4.3288 0.3885 -2.9687
O: -0.5886 5.4019 -3.6224
O: 9.0369 -0.3065 -3.5397
O: 0.9389 -0.4404 -1.3631
O: 3.0520 -4.2608 -4.6722
O: -0.9273 4.1154 0.5587
O: 4.7370 -2.7127 -4.2639
O: 2.3678 4.0243 -0.9670
N: -0.7420 -5.1314 4.4036
N: -2.4014 6.1657 -1.5092
N: -5.5239 1.9880 -0.4553
N: -2.7700 3.2531 5.8215
N: -1.6284 -6.6741 -3.1649
N: 0.1718 1.4241 0.4982
N: 5.9840 0.7359 -3.1496
C: -0.3736 5.1124 0.9111
C: 6.3299 -0.1109 -1.9402
C: 3.5366 0.5393 -2.4578
C: -0.6581 -5.6253 -2.6874
C: 1.7134 1.1735 2.3818
C: 1.0288 3.0919 5.8273
C: -0.3870 -4.5703 2.9953
C: 3.7782 5.8415 -1.5489
C: -2.9661 9.6629 0.7957
C: -3.3301 4.2340 5.0937
C: -2.1000 -5.7908 4.2900
C: -0.1215 1.5978 -0.9895
C: -3.6340 4.0149 3.7588
C: 10.3670 -0.3229 -3.9540
C: -1.3821 -4.4349 -2.1476
C: 4.1997 -3.8358 -4.6637
C: 1.6030 1.3424 0.8493
C: -3.6349 2.7391 0.6036
C: -2.4469 2.0348 5.3113
C: -0.1779 0.2746 -1.8064
C: -2.6245 4.9095 -2.2495
C: -3.5217 8.3857 -1.1390
C: 0.3418 4.5127 -3.0660
C: -0.0112 -5.6068 2.0316
C: -1.9441 4.9162 -3.6138
C: 8.3003 0.5469 -4.3917
C: -6.3453 1.8287 -1.7113
C: 6.1652 2.1721 -2.8402
C: -0.5724 -3.9662 5.3074
C: -4.3260 2.5049 -0.5720
C: 0.2897 -6.1016 4.8808
C: 5.7579 3.1515 -3.8931
C: 3.4309 -4.5647 4.2029
C: 1.2132 -1.1539 2.5909
C: -3.0177 0.6618 -4.8691
C: -2.5773 3.5226 7.2214
C: -3.6379 -1.9382 4.5739
C: 2.5660 3.1706 6.0503
C: -3.6844 6.9414 -1.4484
C: -2.6453 -8.8973 -3.1703
C: 5.3309 -4.9399 -5.1172
C: -3.4823 2.7401 3.2252
C: -4.1279 -8.8463 -4.9861
C: -1.4614 -2.7078 4.9771
C: -4.2960 -1.3932 0.3662
C: -3.2350 -3.0188 -2.6614
C: -5.4998 2.0585 1.9009
C: 6.8090 0.2598 -4.2573
C: -3.6469 1.2451 -3.6121
C: -4.1784 2.5010 1.8744
C: -2.8390 -1.0672 0.6485
C: 0.8410 5.1126 1.6618
C: 4.8123 -4.1354 4.6026
C: 1.0965 -1.7662 -1.7798
C: -2.8299 -6.1862 5.5877
C: 3.5717 4.4055 -1.0299
C: -6.1380 1.7688 0.7176
C: 4.5548 0.3822 -3.5835
C: -1.5283 -8.0744 -2.5776
C: -2.8780 1.7744 4.0297
H: -3.6625 4.6257 -2.3735
H: -2.3885 -6.9720 6.2471
H: 2.0095 0.5305 0.2581
H: -3.6114 -8.8485 -2.6212
H: -0.4587 0.7570 0.9396
H: 5.9626 4.1734 -3.5645
H: -0.0050 -6.4521 5.8761
H: -3.4455 5.2235 5.6227
H: -6.7425 0.8208 -1.7100
H: 10.5138 -0.8950 -4.9096
H: 2.7177 3.9143 6.8356
H: 1.3867 -1.8820 -2.8151
H: -3.5360 -3.0904 -1.6050
H: 10.6587 0.7538 -4.0787
H: 1.3032 4.1262 1.6131
H: 7.4235 -0.0118 -1.8008
H: -3.4649 -0.3292 -4.9921
H: 5.8798 0.2776 -1.0370
H: 0.3701 -1.7853 2.8960
H: -4.6313 -0.8369 -0.5182
H: 4.7727 6.1199 -1.9474
H: -3.5909 -1.0684 5.1924
H: -1.8740 9.7760 0.6590
H: -2.7127 -2.0501 -2.8854
H: -4.3664 -2.4655 0.1063
H: -4.0507 2.6217 -1.6722
H: -6.0411 1.8403 2.8276
H: 5.4896 -4.4462 3.7910
H: -2.2499 -9.9140 -3.1885
H: -4.0763 -9.8866 -5.2221
H: 8.4830 1.6148 -4.1162
H: 6.1933 3.0489 -4.8755
H: -3.1572 -5.3217 6.1732
H: -7.1605 2.5230 -1.6290
H: 3.1374 3.3709 5.0844
H: -0.0814 0.3784 -2.8847
H: 1.2709 -1.4472 1.5616
H: 5.5759 2.2842 -1.9298
H: 2.6846 0.9627 2.7779
H: -4.3762 9.0232 -1.4799
H: -4.9363 -1.1571 1.1891
H: 3.5798 1.5031 -1.9275
H: -2.7219 3.2563 0.4949
H: 0.1993 3.5757 -3.6299
H: 0.4965 -3.6779 5.2181
H: -3.7733 -6.5906 5.1794
H: -1.2232 -2.2624 4.0023
H: -0.6670 -3.5968 -2.1102
H: 2.8172 2.2423 6.5107
H: -1.1184 -0.2498 -1.5636
H: 0.2017 -7.0213 4.2609
H: 5.8243 -5.3172 -4.2057
H: 1.5596 5.8960 1.4881
H: -0.7706 -4.3671 6.3013
H: 0.4840 -3.8735 3.0631
H: -3.2582 9.6546 1.8682
H: 0.1397 -2.2616 -1.5813
H: -4.1802 -3.1555 -3.1966
H: -0.7615 -6.3795 2.0227
H: 4.6234 -0.6508 -3.8685
H: 3.6823 -0.1652 -1.6207
H: -1.1676 1.8941 -1.0344
H: -1.8340 1.3917 5.9238
H: -2.1336 4.1199 -1.6452
H: -1.6345 6.6865 -2.0606
H: -1.2258 -4.0528 2.5877
H: 0.6906 5.3314 2.7457
H: -7.1052 1.3873 0.7520
H: 3.6518 6.5290 -0.7101
H: 7.2138 2.3050 -2.6281
H: 0.0185 -5.1055 1.0705
H: -2.6822 8.8171 -1.6901
H: 6.6066 -0.7845 -4.4023
H: 2.1676 -1.4405 3.1123
H: -3.3129 -1.7247 3.5534
H: 0.5713 2.3733 -1.3637
H: 1.3502 -5.6388 4.8019
H: -4.2752 6.4903 -0.6459
H: -0.0402 -5.3210 -3.6023
H: -4.1737 6.8930 -2.4545
H: -1.7622 -4.5601 -1.0757
H: 4.6425 3.1246 -3.9984
H: -1.8814 -6.6350 3.6651
H: 2.9973 6.0337 -2.2856
H: 1.3694 2.0910 2.9359
H: -1.0888 -2.0013 5.7659
H: 2.0999 2.2724 0.4945
H: -1.4599 6.1319 -0.2594
H: 1.8124 -2.2752 -1.1476
H: 8.6275 0.4404 -5.4299
H: -1.5386 -6.7947 -4.1755
H: -4.9512 -8.6799 -4.2709
H: -1.9626 0.7396 -4.7117
H: 5.9162 -4.4604 -5.8820
H: -2.6312 -4.9966 3.7761
H: -3.5084 10.5018 0.4056
H: -2.1396 4.4409 7.3275
H: 0.2177 4.3405 -2.0004
H: 6.4038 0.7056 -5.1566
H: -4.2764 -8.3296 -5.8970
H: -3.4806 3.5449 7.8112
H: 10.9252 -0.8524 -3.1791
H: 1.3339 4.8485 -3.3381
H: 4.9814 -4.6605 5.5459
H: -1.6563 -7.9597 -1.4648
H: 1.0161 -5.9772 2.2136
H: -2.3365 5.5567 -4.3763
H: -0.1847 2.2931 0.9576
H: -2.5856 -6.2722 -3.0782
H: -4.6461 -2.2899 4.5630
H: 4.3480 1.0545 -4.4016
H: -3.2397 1.2273 -5.7743
H: 2.5448 0.5194 -2.8938
H: -1.9495 3.9402 -4.0138
H: -3.9793 4.8384 3.1679
H: -2.7331 0.7593 3.6064
H: -5.7105 1.9029 -2.6115
H: 4.7172 -5.7136 -5.5607
H: 0.0367 -5.9755 -1.9427
H: 5.9833 -1.0806 -2.2692
H: 4.8424 -3.0435 4.7592
H: -0.5501 -8.4798 -2.7947
H: -1.8734 2.8268 7.6080



2.
Entry from the OMol25 dataset: a cluster of 12 separate species, C60H124F4O36 in total at a distorted geometry (ωB97M-V with the def2-TZVPD basis set).

energy above the lowest of the compared OMol25 structures with the same formula, charge and spin	0.0	kcal/mol
LUMO level	0.0054	hartree
strongest force on any atom	0.085	Eh/bohr
HOMO-LUMO gap	9.2398	eV
charge	0
total energy	-5468.1702	Eh
E_HOMO	-9.094	eV
SMILES	O=C1OC[C@@H](F)O1.O=C1OC[C@@H](F)O1.O=C1OC[C@@H](F)O1.O=C1OC[C@@H](F)O1.COCCOCCOC.COCCOCCOC.COCCOCCOC.COCCOCCOC.COCCOCCOC.COCCOCCOC.COCCOCCOC.COCCOCCOC

CARTESIAN COORDINATES (ANGSTROEM)
F: -4.2772 3.3306 0.3915
F: 3.1889 6.7865 -5.2900
F: -4.1617 -0.9050 -0.5291
F: 1.7238 4.5747 -6.8641
O: -1.0141 6.1908 0.5389
O: -1.2988 0.6766 -1.1898
O: -1.3471 -1.5008 -5.5589
O: -3.2582 0.1901 6.3707
O: 3.7143 0.4877 -2.7377
O: -5.6463 -1.0193 -3.2579
O: 0.1921 1.7341 -6.5616
O: -6.1138 -1.7596 -1.2350
O: -4.7113 -1.5900 8.4311
O: 3.5596 6.9250 -2.2357
O: 1.3728 2.7427 -8.1166
O: -5.0223 5.1628 -0.8396
O: 2.4198 -5.4692 1.6787
O: -3.4007 0.9165 3.5199
O: 2.1186 -1.4675 7.3312
O: -7.1405 -1.0450 4.2832
O: 1.9734 5.9840 -3.5504
O: 1.2789 0.1675 4.6825
O: 3.9564 -2.7868 -5.4845
O: 1.8104 0.6090 -7.5616
O: 2.7029 2.6125 1.5960
O: 5.6784 -4.3216 3.0069
O: -7.7870 -1.0485 -2.5276
O: 0.0188 3.9193 2.2492
O: -1.1721 2.6380 -3.1921
O: 0.9863 -3.2758 -5.1356
O: 7.1473 4.1954 -4.6707
O: -2.8124 -4.3911 3.1510
O: 0.2421 -1.9142 -0.6871
O: 2.7829 4.8612 -1.7073
O: -5.4902 -3.4158 3.4891
O: 3.5373 -0.9486 3.2812
O: -4.0607 6.6021 -2.3193
O: 0.9800 -7.1044 -0.3309
O: -3.8798 4.3739 -2.5122
O: 4.6630 2.3699 -4.8624
C: 6.5172 -3.2070 2.8700
C: 3.1597 -0.5501 1.9916
C: -0.0594 -3.0132 -4.2362
C: -0.1705 6.8686 -0.3525
C: -0.4541 0.2749 -0.0675
C: -3.6430 -3.9800 2.0272
C: 3.1865 0.6443 -4.0163
C: 4.8601 3.7566 -5.1460
C: 1.4485 -2.1280 8.4037
C: -0.5534 -1.2107 0.2174
C: 6.2415 3.9386 -5.7526
C: -4.4132 3.1928 -1.9245
C: 5.0983 -3.3554 -6.0353
C: 0.2695 -3.3059 -0.4902
C: 0.1757 3.0018 -2.9162
C: 1.6298 -2.1321 -5.6701
C: 2.3794 7.1553 -4.2452
C: -1.4039 -2.7054 -4.8727
C: 8.4445 4.3960 -5.1217
C: -5.0426 3.7875 -0.7064
C: 1.5342 -0.1769 7.1453
C: -7.8194 -0.1837 5.1466
C: 2.9145 -2.4816 -6.4504
C: 1.1877 1.6235 -7.4116
C: 0.1338 -7.2194 -1.4412
C: -3.3442 0.7602 2.1192
C: -4.7538 -0.1530 8.3620
C: 1.6283 -6.6527 1.9627
C: -2.2368 0.5617 4.2030
C: -4.7042 -1.8580 -1.3512
C: 3.5865 -5.4341 2.5263
C: -0.8479 0.3261 -2.4478
C: 0.1128 3.9998 0.8386
C: 0.7965 3.0579 3.0073
C: 2.6831 -1.7774 3.9596
C: 0.7656 3.7986 -7.4614
C: -4.2680 5.4746 -1.8812
C: 3.1641 7.9115 -3.1845
C: -5.0311 -2.0878 3.5780
C: 3.5929 -0.8523 -2.2123
C: -3.1107 -5.6778 3.6589
C: -2.2434 0.9512 5.6804
C: -5.8706 -2.2527 8.8699
C: -6.6222 -1.2603 -2.3746
C: 2.8131 5.8274 -2.4489
C: -1.1078 4.7699 0.3710
C: 3.3790 2.1228 -4.4163
C: -5.7813 -1.2687 4.6760
C: -1.4619 1.2811 -3.4553
C: -0.1597 3.1449 -6.4765
C: 1.9921 0.4893 5.8576
C: 2.2860 3.0833 2.8385
C: 4.0925 2.8210 1.3648
C: 4.6962 -4.4777 1.9717
C: 1.3153 -1.2400 4.3594
C: -2.3555 -1.1799 -6.5049
C: 0.4385 -6.8937 0.9501
C: -3.4376 0.4214 7.7890
C: -5.0861 -4.1164 2.2889
C: -4.4279 -1.5264 -2.8096
H: -5.6070 -3.6915 1.4025
H: 4.2945 2.2694 0.4219
H: 0.0687 2.9805 0.4262
H: -1.2200 3.0549 -6.6858
H: 0.0274 3.6980 -5.5434
H: 1.0395 4.4380 0.5028
H: 0.7521 -7.5954 -2.2608
H: 0.8542 6.4798 -0.2829
H: 0.6144 -1.4017 3.5284
H: 4.2251 -3.4709 1.8360
H: -5.0672 2.6480 -2.6299
H: -2.2366 -6.0114 4.2373
H: -3.4616 1.4911 8.0096
H: -6.7301 -2.0622 8.1950
H: -0.2219 -3.9261 -3.6591
H: 2.2135 0.0248 1.9734
H: 5.8313 -3.3997 -5.2287
H: -3.2657 -2.9554 1.8840
H: 2.5524 2.3998 -5.0492
H: -4.2999 -2.3829 -3.4693
H: -1.2804 0.8318 6.1806
H: -3.6471 -0.8175 -2.9763
H: -1.6148 -1.5570 0.1210
H: 2.1086 0.3971 -4.0135
H: 0.4963 2.5625 -1.9570
H: 1.7560 0.4783 7.9962
H: -3.5018 2.6358 -1.7076
H: -7.2689 0.7651 5.3286
H: 4.0703 -0.8682 -1.2230
H: -4.9238 0.2704 9.3785
H: 3.0668 0.2828 5.6710
H: 1.0525 -3.6679 -1.1546
H: -0.1911 7.9365 -0.1615
H: -4.2723 -2.8076 -1.0322
H: -0.8825 0.9060 0.6973
H: 8.8783 3.4840 -5.5406
H: -0.3742 -6.1438 1.0554
H: 2.5864 4.1345 2.9976
H: 0.5230 3.2812 4.0219
H: 4.7903 4.2972 -4.1968
H: 2.5352 -1.0744 -2.0447
H: 1.9366 -3.0837 8.6403
H: -8.0196 -0.6601 6.1041
H: -1.2390 4.4983 -0.7218
H: 1.4319 -1.4532 9.2728
H: 0.7959 2.5923 -3.6994
H: 1.8726 -1.4948 -4.8181
H: -0.7248 -3.7259 -0.7400
H: 0.9392 -1.8295 5.1982
H: -3.3829 -1.2884 -6.1060
H: -5.1905 -0.3352 4.7620
H: 2.3098 -7.5179 1.8949
H: 0.4897 2.0005 2.8051
H: -8.7690 -0.0193 4.6203
H: -4.4055 0.9244 1.8322
H: -5.6925 -1.8417 5.6166
H: 6.2551 4.7984 -6.4310
H: -0.2886 -1.3406 1.2736
H: -3.9987 -5.6858 4.3056
H: -2.9418 -0.2442 1.8958
H: 2.9563 -1.4684 1.4251
H: 3.0999 -1.5331 -7.0012
H: 5.4493 -2.7091 -6.8692
H: -1.0574 -0.7276 -2.7397
H: -1.3887 1.1306 3.7679
H: 0.3142 4.0969 -2.9368
H: -5.6003 0.1429 7.7080
H: 2.4436 8.6139 -2.7589
H: -6.2290 -2.0007 9.8819
H: 2.4688 -2.7059 3.3971
H: 7.1402 -3.1583 3.7736
H: 3.1801 -2.0123 4.9400
H: -5.4266 -5.1488 2.3862
H: -0.0667 -7.8261 1.3100
H: 9.0704 4.6850 -4.2604
H: 2.6651 2.4890 3.6940
H: 0.4281 -0.2526 7.0326
H: -2.7415 1.5358 1.6235
H: 0.5494 -3.5389 0.5292
H: 1.5307 7.7441 -4.5911
H: 3.9514 0.0613 1.5277
H: 0.4039 -2.2985 8.1133
H: 0.2246 -2.1478 -3.6185
H: 0.3746 4.4586 -8.2259
H: 7.1531 -3.2990 1.9953
H: 4.3327 3.8702 1.2971
H: -6.0592 3.5495 -0.4311
H: -1.9837 4.4790 0.9627
H: -0.2887 -6.2285 -1.6384
H: 1.2677 -6.6323 3.0112
H: 0.2458 0.4541 -2.4804
H: 1.8825 1.5648 5.9969
H: 0.5848 0.6095 -0.2529
H: 4.0787 4.1120 -5.8467
H: -2.5818 0.0003 8.3471
H: 4.0862 -1.6149 -2.8428
H: -3.9571 -1.9896 3.8343
H: -3.2864 -4.5679 1.1805
H: 3.2420 2.6836 -3.4679
H: -0.6282 -7.9442 -1.1561
H: -1.8096 -3.4707 -5.5578
H: -3.2397 -6.3537 2.7761
H: -2.0912 -0.5118 4.0116
H: -2.1719 -0.1437 -6.8065
H: 3.3436 -5.1076 3.5522
H: -2.5562 1.1984 -3.4061
H: 4.0006 -6.4513 2.6493
H: -2.1239 -2.6872 -4.0349
H: 2.7013 -3.3024 -7.1587
H: 5.9432 -2.2633 2.8287
H: 3.9868 8.4130 -3.6610
H: 4.6983 2.3335 2.1566
H: 4.9076 -4.3645 -6.3866
H: 5.1065 -4.8009 0.9859
H: 3.6525 0.0924 -4.8414
H: -2.5552 1.9958 5.6576
H: 6.5640 3.0380 -6.3418
H: 8.4248 5.1659 -5.8711
H: -5.6206 -3.3071 8.8327
H: -2.2289 -1.8708 -7.3672
H: 0.9662 -1.5933 -6.3672
H: -0.5071 6.6818 -1.3843
H: -5.2619 -1.5326 2.6389
H: -1.1732 0.9860 -4.4726